1.
A 6-piece molecular cluster, H12O6 overall. Source: the Open Molecules 2025 dataset; level of theory: the ωB97M-V functional and the def2-TZVPD basis.

Structure (XYZ):
```
18
Properties=species:S:1:pos:R:3:forces:R:3:mulliken_charge:R:1
O -3.499 -0.837 0.571 1.5364 -1.9284 -0.9867 -0.656
H -2.566 -1.019 0.210 -2.0899 0.5219 0.8390 0.333
H -3.916 -1.740 0.513 0.5485 1.3962 0.1548 0.323
O -8.719 -4.097 5.987 5.4736 -2.1113 -2.7036 -0.607
H -8.421 -3.423 5.378 -0.4126 0.2769 0.1342 0.321
H -9.461 -3.903 6.406 -5.0578 1.8325 2.5664 0.286
O -7.893 -3.677 0.526 -1.2503 -1.9443 1.8517 -0.633
H -8.846 -3.554 0.701 0.9307 0.2222 -0.4428 0.324
H -7.569 -3.035 -0.052 0.3211 1.7346 -1.4129 0.309
O 6.552 2.747 -3.930 -1.9533 -0.9213 2.1543 -0.742
H 6.077 2.131 -3.239 1.0767 1.5390 -1.9598 0.375
H 6.380 3.591 -3.441 0.1294 -0.8905 -0.8745 0.358
O 5.613 2.411 -1.056 0.4352 -1.8258 0.4986 -0.685
H 6.454 2.836 -0.811 -0.1977 0.1378 -0.3546 0.357
H 5.816 1.453 -0.865 -0.5663 1.4101 -0.1734 0.329
O 7.962 3.337 -1.916 0.5756 -1.7899 0.9681 -0.697
H 8.110 4.140 -2.367 0.4799 1.3294 -0.7727 0.289
H 7.928 2.641 -2.615 0.0209 1.0108 0.5138 0.416
```
Positions in Å, forces in eV/Å.

- HOMO: -11.15 eV
- Structure (SMILES): O.O.O.O.O.O
- Frontier orbital gap: 11.76 eV

2.
A 2-piece molecular cluster, C2H8S4 overall. Source: the Open Molecules 2025 dataset; level of theory: the ωB97M-V functional and the def2-TZVPD basis.

Structure (XYZ):
```
14
Properties=species:S:1:pos:R:3:forces:R:3:mulliken_charge:R:1
C -3.232 1.605 0.751 0.4846 -0.2717 -0.2873 -0.878
S -2.565 0.166 1.624 -0.1014 0.3677 0.1070 0.016
S -4.274 -0.554 2.574 -0.1230 -0.5803 0.0365 -0.199
H -3.335 2.475 1.400 -0.0380 -0.1508 0.0038 0.321
H -2.472 1.797 -0.016 -0.2772 0.1927 0.1032 0.282
H -4.172 1.348 0.268 -0.0106 0.0394 -0.0461 0.324
H -5.036 0.535 2.529 0.0730 0.4007 0.0803 0.135
C 3.000 -1.732 -1.156 -0.6726 -0.6619 -0.2474 -0.745
S 2.972 -0.053 -1.778 0.4004 0.1538 -0.1087 -0.050
S 4.753 0.697 -1.059 -0.1871 -0.1629 -0.0772 -0.211
H 3.906 -2.313 -1.326 0.2287 0.4837 0.0011 0.305
H 2.711 -1.757 -0.113 0.0779 -0.0912 0.1943 0.291
H 2.234 -2.251 -1.749 -0.0569 0.1227 0.2349 0.254
H 5.511 0.037 -1.948 0.2023 0.1581 0.0056 0.156
```
Positions in Å, forces in eV/Å.

- HOMO: -8.23 eV
- Structure (SMILES): CSS.CSS
- Frontier orbital gap: 8.70 eV

3.
One molecule with the formula C3H3NO2. Source: the Open Molecules 2025 dataset; level of theory: the ωB97M-V functional and the def2-TZVPD basis.

Structure (XYZ):
```
9
Properties=species:S:1:pos:R:3:forces:R:3:mulliken_charge:R:1
C -0.182 0.050 0.034 -0.4298 -1.8032 1.3816 -1.152
C -1.675 0.440 0.027 2.3311 -4.1101 0.4529 1.190
C -2.573 -0.794 -0.148 1.5814 3.3977 0.9088 -0.167
N -3.049 -1.819 -0.199 -0.9833 -1.7621 -0.2523 -0.291
O -1.900 1.492 0.865 -1.2504 0.0893 1.8160 -0.286
O -1.967 1.572 -0.565 -0.7733 2.2551 -2.5249 -0.289
H 0.190 -0.190 -0.930 -0.0501 -0.7719 -1.0646 0.336
H 0.140 -0.767 0.796 -1.0059 1.2879 -1.3756 0.291
H 0.351 0.919 0.273 0.5802 1.4172 0.6580 0.368
```
Positions in Å, forces in eV/Å.

- HOMO: -11.46 eV
- Structure (SMILES): CC1(C#N)OO1
- Frontier orbital gap: 12.24 eV

4.
C28H44BrN3P2Pt as an isolated structure. Source: the Open Molecules 2025 dataset; level of theory: the ωB97M-V functional and the def2-TZVPD basis.

Structure (XYZ):
```
79
Properties=species:S:1:pos:R:3:forces:R:3:lowdin_spin:R:1
N -5.699 2.410 -4.630 0.0024 -0.0391 0.5982 0.002
C -5.579 2.843 -3.348 1.6039 -0.7560 -0.7301 0.000
C -4.446 2.487 -2.582 -0.2247 -0.0626 -0.3147 0.001
C -3.414 1.707 -3.161 -0.0544 -0.9514 -0.9331 0.006
C -3.576 1.208 -4.477 -1.4879 1.1676 0.2569 0.003
C -4.773 1.602 -5.169 0.7689 -0.1569 0.6358 0.000
C -2.171 1.508 -2.323 0.4206 2.7629 -0.3638 0.022
Pt -0.458 0.216 -2.264 1.6122 -0.9186 1.4813 0.530
P 2.249 -0.169 -1.598 3.8951 -1.5955 -0.6529 0.025
C -0.889 2.102 -2.745 -1.8430 1.4811 -0.4378 0.168
C -0.107 2.952 -1.761 -1.5063 -1.0105 -0.9632 0.214
C 1.260 2.863 -1.594 1.7974 1.9794 0.8756 0.051
C 1.945 3.744 -0.742 -0.3523 -1.7587 -0.8102 0.072
C 1.219 4.508 0.205 -0.3539 -0.5076 -1.1822 0.191
C -0.180 4.561 0.067 -1.0900 -0.1035 -0.4823 0.036
C -0.819 3.848 -0.954 0.2206 1.5653 1.5961 0.083
Br 2.124 5.360 1.512 0.1567 0.4201 0.4850 0.199
H -2.456 1.845 -1.326 0.3139 -0.9959 0.3696 0.001
H -0.863 2.295 -3.833 0.6919 0.1811 0.4558 0.016
H -4.373 2.817 -1.535 0.0362 -0.1879 -0.4853 0.000
H -2.842 0.575 -4.973 -0.0946 0.1270 0.1827 0.000
H -6.332 3.528 -2.930 0.2220 -0.5386 -0.4243 0.000
H -4.965 1.239 -6.208 0.1579 0.4212 0.9983 0.000
H 1.773 2.113 -2.143 0.5892 0.0936 -0.5633 0.003
H -1.865 4.018 -1.161 -0.1267 -0.1071 0.2264 0.001
H 3.029 3.733 -0.715 -0.1170 0.0409 0.0935 0.000
H -0.745 5.189 0.763 0.1387 -0.1701 -0.4242 0.000
P -1.121 -1.922 -2.148 -1.3464 -0.8243 -0.6224 0.190
C 3.971 0.751 -1.140 -0.9920 0.9723 0.7946 0.012
C 5.331 0.658 -1.898 -0.1238 0.0024 -0.2097 0.002
H 4.156 0.426 -0.097 -0.2685 0.4019 -0.6090 0.000
H 3.680 1.805 -1.080 0.2652 -0.1570 0.0319 0.000
H 5.907 1.575 -1.737 -0.3595 0.0714 0.1260 0.001
H 5.952 -0.128 -1.457 -0.2172 -0.0453 -0.2553 0.000
H 5.305 0.516 -2.995 -0.1878 0.2772 0.7383 0.000
C 3.031 -0.837 -3.196 -0.7657 0.6170 0.4369 0.000
C 4.223 -1.783 -3.157 0.5309 -0.5158 0.0230 0.000
H 3.298 0.104 -3.692 -0.1334 -0.3080 -0.3805 0.000
H 2.175 -1.268 -3.691 0.0348 -0.1556 -0.7120 0.000
H 4.367 -2.308 -4.093 -0.6212 -0.2830 -0.3777 0.000
H 5.178 -1.286 -3.094 -0.0877 0.1622 0.3447 0.000
H 4.235 -2.548 -2.374 -0.3116 0.1634 -0.1189 0.000
C 2.560 -1.661 -0.518 -0.1999 0.3079 0.5047 -0.001
C 3.857 -1.850 0.320 -0.4893 0.0827 -0.3724 -0.001
H 2.552 -2.481 -1.228 -0.5187 -0.3103 0.0237 0.000
H 1.657 -1.677 0.098 0.7775 -0.4833 0.3016 0.000
H 3.906 -2.890 0.615 -0.0830 -0.3147 0.0574 0.000
H 4.750 -1.673 -0.280 -0.0718 0.1365 0.1218 0.000
H 3.898 -1.285 1.250 -0.0627 0.2502 -0.1837 0.000
C -0.794 -2.393 -0.395 -0.0950 0.7902 -0.4705 0.057
C -0.875 -3.874 -0.095 -0.2238 -0.4835 -0.2795 0.020
H -1.484 -1.774 0.199 0.0682 -0.3371 -0.1424 0.001
H 0.194 -1.983 -0.167 -0.5011 -0.2810 -0.1568 0.006
H -1.911 -4.185 0.022 -0.0491 -0.0836 -0.0428 0.001
H -0.422 -4.507 -0.876 -0.0953 0.2763 0.3737 0.001
H -0.370 -4.080 0.838 0.1444 -0.1164 0.2327 0.003
C -0.159 -2.987 -3.309 0.1908 -0.1108 0.5657 0.032
C -0.724 -3.201 -4.716 -0.0863 0.0141 0.2896 0.001
H -0.009 -3.941 -2.804 -0.1773 -0.1751 -0.0014 0.006
H 0.848 -2.576 -3.342 -0.0126 0.1986 -0.0647 0.004
H -1.503 -3.971 -4.692 0.1040 0.2647 -0.1490 0.000
H -1.136 -2.272 -5.112 -0.0107 -0.0930 -0.1687 0.001
H 0.076 -3.537 -5.380 -0.1605 0.0283 0.0761 0.000
C -2.892 -2.260 -2.583 0.1087 0.0465 0.0067 0.019
C -4.072 -1.509 -1.963 -0.3477 0.2226 0.2152 0.001
H -3.020 -3.315 -2.351 0.1154 -0.3457 -0.0491 0.006
H -2.982 -2.174 -3.671 0.2676 -0.0519 0.1034 0.000
H -4.993 -2.058 -2.186 0.2175 -0.1235 -0.0479 0.000
H -4.042 -1.454 -0.870 0.1527 0.1082 -0.2327 0.000
H -4.250 -0.517 -2.396 0.4013 -0.2158 0.3116 0.000
N -1.745 1.752 2.546 0.0046 0.2852 -0.2455 0.001
C -2.084 0.422 2.379 0.2531 0.0692 -0.4100 0.005
C -2.810 0.361 1.212 0.0074 0.4831 0.9027 0.002
N -3.000 1.630 0.723 0.6940 0.8987 -0.0565 0.001
C -2.315 2.452 1.507 -0.3225 -1.0771 0.5789 0.002
H -1.141 2.162 3.267 -0.6182 -0.4891 -0.4074 0.000
H -1.798 -0.364 3.064 0.0591 0.2570 -0.0142 0.000
H -3.268 -0.511 0.760 0.0262 0.3187 0.1666 0.000
H -2.228 3.542 1.445 -0.2603 -0.7058 -0.0348 0.000
```
Positions in Å, forces in eV/Å.

- HOMO (alpha / beta): -13.90 / -13.89 eV
- Charge: +2
- Expectation value of S²: 2.0186
- Frontier orbital gap (alpha / beta): 7.79 / 3.62 eV
- Multiplicity: 3

Maximum force values, unit eV Å⁻¹, following the record order: 6.46; 0.98; 4.75; 4.26.